1.
Molecular formula: C50H124BaN3O17
Method: DFT, ωB97M-V/def2-TZVPD

Calculated values
- Kohn-Sham gap (eV) = 6.66
- charge = +1

```
195
Properties=species:S:1:pos:R:3:mulliken_charge:R:1
Ba -3.4959 -2.2795 -2.2376 0.8684
O 0.1481 -0.0218 -0.6417 0.7393
C -0.8748 -0.7891 -0.8634 0.1780
O -0.7647 -2.0302 -0.9496 -1.4716
O -2.0145 -0.2385 -0.9931 -0.8496
H -0.1938 0.8420 -0.8834 -0.9387
C 0.1800 0.9823 -6.7263 -1.0983
C 0.9439 -0.0719 -5.8999 -0.0579
O -0.0183 -0.5832 -5.0095 -0.0166
H -0.6897 0.5411 -7.2132 0.1348
H 0.7380 1.5403 -7.4782 0.4350
H -0.1687 1.7880 -6.0803 0.1373
H 1.7460 0.3226 -5.2761 0.2780
H 1.3079 -0.8509 -6.5698 0.2860
H 0.4401 -1.1763 -4.4097 -0.1357
C -0.0344 -8.4284 -1.2768 -1.1468
C 0.7047 -7.0817 -0.8676 -0.2119
O 0.4738 -6.0935 -1.8147 -0.3356
H 0.4800 -8.9035 -2.1121 0.3522
H -1.0527 -8.1469 -1.5449 0.1292
H -0.0970 -9.2211 -0.5312 0.3768
H 1.7775 -7.2199 -0.7335 0.3809
H 0.3101 -6.7923 0.1064 0.2694
H 0.7413 -5.2745 -1.3912 0.2536
C -1.2832 -4.5320 -5.7307 -1.4773
C -1.7127 -4.6272 -4.2839 0.3228
O -1.3799 -3.4661 -3.4952 0.4780
H -0.2003 -4.6291 -5.8083 0.3397
H -1.4292 -3.5465 -6.1729 0.1986
H -1.7314 -5.3172 -6.3395 0.4360
H -1.2407 -5.5228 -3.8797 0.0929
H -2.7912 -4.7828 -4.2556 0.2403
H -0.4473 -3.2460 -3.4372 -0.3087
C -4.2146 -6.6457 -1.8213 -1.2582
C -3.4530 -5.9670 -0.6833 -0.2551
O -2.8314 -4.8237 -1.2745 0.1697
H -3.6155 -7.1865 -2.5539 0.3013
H -4.8838 -6.0726 -2.4629 0.2783
H -4.9070 -7.3980 -1.4436 0.4342
H -2.7182 -6.6079 -0.1960 0.3665
H -4.1833 -5.6245 0.0498 0.2388
H -1.9043 -5.0561 -1.3644 -0.1951
C 3.2287 -2.9166 -4.8187 -1.5570
C 2.3722 -3.2684 -3.6200 -0.0476
O 1.2345 -2.5057 -3.4579 -0.0980
H 2.6560 -3.1003 -5.7278 0.3151
H 4.0610 -3.6193 -4.8558 0.4328
H 3.6158 -1.8990 -4.7665 0.3081
H 3.0119 -3.1428 -2.7464 0.1087
H 2.0691 -4.3149 -3.6509 0.2131
H 1.0786 -2.4222 -2.5144 -0.4081
C 3.3231 -4.3696 0.6760 -1.7286
C 2.0820 -3.4650 0.5656 0.8817
O 1.2735 -3.7722 -0.5247 0.4035
H 3.0933 -5.3734 1.0335 0.3444
H 3.9385 -3.8831 1.4327 0.4790
H 3.8555 -4.3756 -0.2751 0.3491
H 2.4573 -2.4522 0.4189 -0.2720
H 1.5779 -3.4363 1.5316 0.3078
H 0.5840 -3.1065 -0.5800 -0.2535
C -4.4771 3.5566 -4.1960 0.3548
C -5.6415 4.5835 -4.3273 -0.5822
O -6.3805 4.1314 -5.4356 -0.5525
H -3.7780 3.4729 -5.0281 0.3261
H -5.0066 2.6113 -4.0774 -0.3196
H -3.9411 3.7588 -3.2686 -0.2450
H -5.2123 5.5851 -4.3541 0.4069
H -6.3423 4.5991 -3.4926 0.2546
H -6.8857 3.3419 -5.2283 0.2895
C 4.6897 -0.0473 0.7401 -1.2093
C 3.3743 0.2904 -0.0253 -0.1715
O 2.2551 0.2306 0.8557 0.0752
H 5.6057 0.4807 0.4753 0.4002
H 4.9349 -1.1060 0.8246 0.3313
H 4.6035 0.2256 1.7918 -0.0218
H 3.2876 -0.2692 -0.9566 0.3038
H 3.3670 1.3210 -0.3801 0.3853
H 1.5026 -0.0648 0.3380 -0.0450
C -3.7470 -1.6837 2.3663 -1.1320
C -3.5345 -2.8297 1.4687 0.4146
O -4.3779 -2.6658 0.3425 -0.2366
H -4.7685 -1.4039 2.6241 0.4946
H -3.3512 -0.7605 1.9431 0.2301
H -3.3367 -1.7705 3.3724 0.1186
H -3.8015 -3.7829 1.9251 0.4938
H -2.5080 -2.7949 1.1039 -0.2717
H -5.1563 -2.2715 0.7429 0.1242
C -6.4513 1.3215 -0.6432 -1.3949
C -5.9105 0.6639 -1.8789 0.6523
O -5.6987 -0.7175 -1.4588 -0.1748
H -5.9950 0.9854 0.2879 0.2770
H -7.5168 1.0944 -0.6085 0.4928
H -6.2247 2.3876 -0.6566 0.2933
H -5.0012 1.1774 -2.1914 -0.5963
H -6.6443 0.6809 -2.6847 0.4584
H -6.5739 -1.0888 -1.3257 0.1212
C -3.5569 -0.5373 -6.4394 -1.1697
C -3.4861 0.2042 -5.1083 0.3573
O -2.6700 -0.5515 -4.2475 0.9787
H -4.3388 -0.1218 -7.0750 0.4327
H -3.8167 -1.5940 -6.3761 0.2083
H -2.5895 -0.3924 -6.9204 0.0796
H -4.4640 0.3311 -4.6438 0.1341
H -3.0989 1.2021 -5.3137 -0.0864
H -1.7377 -0.4739 -4.4628 -0.2765
C -0.3098 4.7094 -2.7388 -1.8801
C 0.1426 3.5839 -1.9554 2.5184
C 1.1271 4.1717 -0.8231 -0.4913
C 0.4870 4.8926 0.3165 -0.7377
C -0.6604 4.0513 0.9263 -1.2834
C -1.7339 3.5943 -0.1242 2.2196
N -1.0820 2.9460 -1.2762 -0.2461
O -2.0257 2.3283 -2.1782 2.2038
C -2.4759 2.4489 0.6357 -1.3470
C -2.7841 4.6966 -0.4006 -1.4617
C 0.8465 2.4802 -2.8208 -1.3099
H -0.7786 5.4863 -2.1348 0.3443
H -1.1186 4.4586 -3.4251 0.1518
H 0.5168 5.1741 -3.2763 0.5103
H 1.6475 3.3573 -0.3190 -1.1076
H 1.8180 4.8860 -1.2709 0.5870
H 0.1044 5.8437 -0.0537 0.5348
H 1.2150 5.1504 1.0856 0.2976
H -1.2229 4.5933 1.6866 0.7832
H -0.2433 3.2762 1.5693 -0.4281
H -1.8645 1.5530 0.7441 -0.3921
H -2.6697 2.5373 1.7047 0.5819
H -3.3464 2.0947 0.0837 -0.0766
H -2.5866 5.5598 -1.0360 0.2472
H -3.6912 4.2335 -0.7892 0.1152
H -3.1189 5.1714 0.5217 0.4060
H 0.1200 1.7426 -3.1619 0.0811
H 1.4969 1.9403 -2.1325 -0.3003
H 1.5481 2.8068 -3.5884 0.5302
H -2.1759 1.4615 -1.7938 -0.3899
C 4.4854 4.0554 6.7665 -1.9927
C 3.9651 4.3006 5.3193 1.6760
C 4.2732 5.8321 5.0268 -1.2668
C 4.0302 6.2840 3.5872 -0.4678
C 4.8910 5.4226 2.6534 -1.4369
C 4.7138 3.9240 2.8564 1.8496
N 4.7692 3.5297 4.3084 0.3168
O 4.7574 2.1327 4.5284 -0.4862
C 3.4219 3.3289 2.1427 0.1531
C 5.8397 3.2868 2.0239 -2.2365
C 2.4066 4.0708 5.3562 -1.4044
H 3.9134 4.6618 7.4687 0.4019
H 5.5674 4.1781 6.8156 0.4471
H 4.3088 3.0286 7.0868 0.3579
H 3.5113 6.3511 5.6083 0.4728
H 5.2788 6.1496 5.3026 0.3414
H 4.1948 7.3380 3.3632 0.4830
H 2.9870 6.2313 3.2756 0.1352
H 5.9228 5.6256 2.9402 0.4109
H 4.8482 5.7169 1.6048 0.4133
H 3.2548 2.3060 2.4801 -0.4197
H 2.5301 3.9127 2.3707 -0.8899
H 3.5252 3.3896 1.0593 0.6967
H 5.6802 2.2100 2.0797 0.2903
H 5.8250 3.5483 0.9658 0.3790
H 6.8081 3.6159 2.4007 0.5366
H 2.2116 3.0085 5.5027 0.1213
H 1.9529 4.4645 4.4467 0.1704
H 1.9239 4.5746 6.1937 0.5741
H 3.9337 1.9070 4.0900 0.1661
C 2.8017 -1.1145 6.1457 -1.4009
C 2.0871 -1.9550 5.0379 1.2858
C 1.0621 -2.9235 5.7652 -1.1080
C -0.1873 -2.1763 6.2348 -0.9202
C -0.8486 -1.4495 5.0401 -1.2232
C 0.1067 -0.4036 4.3845 2.0645
N 1.3840 -1.0744 4.0214 0.6284
O 2.2167 -0.1192 3.4444 1.5171
C -0.5131 0.0852 3.0808 -1.8490
C 0.1220 0.8511 5.2792 -1.5129
C 3.1797 -2.7520 4.1945 -1.7791
H 3.6300 -1.5888 6.6720 0.4789
H 2.0964 -0.7114 6.8725 0.3016
H 3.2044 -0.2348 5.6437 0.0107
H 0.8700 -3.7897 5.1321 0.3698
H 1.5438 -3.2665 6.6808 0.4085
H 0.0706 -1.4365 6.9926 0.3436
H -0.8258 -2.8902 6.7551 0.4677
H -1.6865 -0.8987 5.4674 0.5087
H -1.2101 -2.2091 4.3469 0.2595
H -0.4166 -0.7287 2.3622 0.0503
H -1.5461 0.4246 3.1564 0.7077
H 0.1501 0.8463 2.6697 -0.4792
H 0.6164 0.7585 6.2462 0.2994
H 0.7409 1.5892 4.7692 -0.0291
H -0.8842 1.2321 5.4541 0.5204
H 3.9980 -2.1447 3.8076 0.2918
H 2.7831 -3.4018 3.4144 0.1530
H 3.6115 -3.4975 4.8621 0.5837
H 2.1576 -0.2839 2.5004 -0.1442
```

---

2.
Molecular formula: C11H20BNO2
Method: DFT, ωB97M-V/def2-TZVPD

Calculated values
- 2S+1 = 3
- relative energy (zero: lowest compared OMol25 entry of this formula, charge and spin) (kJ/mol) = 0.0
- Kohn-Sham gap (alpha / beta) (eV) = 5.46 / 7.39

```
35
Properties=species:S:1:pos:R:3:lowdin_spin:R:1
B 0.0560 0.5563 0.0193 0.0667
C 1.7716 2.0102 -2.5959 0.1527
C -0.1324 -1.1599 1.3258 0.0044
C -0.3547 -1.6095 -0.2549 -0.0004
C -1.3941 -1.5774 2.2185 0.0002
C 1.1094 -1.8613 1.9722 0.0010
C -1.7208 -2.0847 -0.6539 0.0002
C 0.6228 -2.6806 -0.7660 -0.0001
C -1.0769 2.9128 -0.3218 0.0804
C 1.3277 2.8149 0.3226 0.0727
C 0.4350 2.1978 -2.3206 0.5357
C 0.2570 2.0830 -0.3963 0.5872
N 2.8912 1.7765 -2.6686 0.3306
O -0.0726 0.2341 1.3552 0.0197
O -0.1971 -0.3681 -0.9149 0.0055
H -1.1395 -1.1323 3.1796 0.0000
H -1.4772 -2.6313 2.3722 0.0001
H -2.3334 -1.2698 1.5765 0.0000
H 1.0349 -2.9717 2.0072 0.0003
H 1.4038 -1.6524 3.0205 0.0001
H 1.9991 -1.5721 1.3937 0.0002
H -1.7341 -2.1593 -1.7894 0.0000
H -2.4334 -1.1873 -0.4339 0.0000
H -2.0002 -2.9519 -0.1198 0.0000
H 0.7829 -2.3643 -1.8440 0.0000
H 0.1914 -3.6799 -0.6506 0.0000
H 1.6700 -2.5337 -0.3877 0.0000
H -0.9646 3.8450 0.1974 0.0027
H -1.4433 3.2406 -1.3224 0.0190
H -1.8198 2.3495 0.2370 0.0172
H 2.2118 2.8083 -0.3553 0.0242
H 1.1373 3.8234 0.5385 0.0013
H 1.5935 2.3985 1.3375 0.0224
H -0.2228 1.3156 -2.4360 0.0312
H 0.0216 3.0812 -2.8417 0.0247
```

---

3.
Molecular formula: C4H36N2O12
Method: DFT, ωB97M-V/def2-TZVPD

Calculated values
- relative energy (zero: lowest compared OMol25 entry of this formula, charge and spin) (kJ/mol) = 0.0
- Kohn-Sham gap (eV) = 9.80

```
54
Properties=species:S:1:pos:R:3:mulliken_charge:R:1
C 1.5573 -0.3027 -2.5402 0.0686
C 1.9550 0.2344 -1.1907 -1.1024
C 1.0277 1.1138 -0.3494 1.8961
C 1.6340 1.4254 1.0094 -1.3614
N 1.7670 0.2622 1.9153 -0.4862
N 0.2594 -1.0209 -2.6216 -0.6384
H 1.2668 0.5273 -3.1972 -0.4536
H 2.3875 -0.8757 -2.9902 0.4717
H 2.1957 -0.6419 -0.5922 0.4563
H 2.9679 0.6362 -1.1825 0.3442
H 0.0142 0.7432 -0.2346 -0.7169
H 0.8227 2.0453 -0.9433 -0.2188
H 2.6526 1.8018 0.8634 0.5085
H 1.0145 2.1621 1.5112 0.2859
H 2.2692 -0.4289 1.3644 0.2565
H 0.8581 -0.2228 1.9341 0.2151
H 0.2124 -1.8851 -2.0904 0.2701
H -0.4421 -0.5531 -2.0714 0.2073
H 1.8538 0.7095 3.8966 0.3966
H 0.8236 -0.3897 4.1888 0.2808
O 1.1097 0.4796 4.4679 -0.7455
H -0.2995 4.2017 -3.0990 0.4120
H -0.2882 3.0493 -2.1267 0.3492
O -0.8538 3.7498 -2.4519 -0.6430
H -0.9923 -4.3636 -0.9968 0.3114
H -1.2437 -4.1508 0.5210 0.3393
O -0.9824 -4.7957 -0.1420 -0.6393
H -2.2930 -1.7926 1.1108 0.2757
H -3.4110 -0.7287 1.1957 0.3285
O -2.9461 -1.3098 0.5804 -0.7173
H 1.2516 -4.7526 0.3219 0.3217
H 1.4578 -3.5779 1.3035 0.3524
O 1.9021 -4.1085 0.6357 -0.6416
H -1.4667 1.8201 2.3449 0.2971
H -0.5503 1.3473 3.6634 0.3521
O -1.2494 1.1533 3.0216 -0.6129
H -1.9505 -0.3565 3.3753 0.4670
H -1.2577 -1.2237 4.3341 0.2994
O -1.9427 -1.3251 3.6593 -0.7650
H -1.8850 3.3251 0.4163 0.2773
H -1.4418 2.0674 -0.2098 0.2706
O -1.3977 2.5198 0.6568 -0.6042
H -2.2143 -0.2054 -0.4248 0.3490
H -2.7667 0.4270 -1.6895 0.2488
O -2.0359 0.5414 -1.0604 -0.5588
H -1.0500 1.8618 -3.8917 0.3615
H -0.3677 0.6990 -4.6895 0.3426
O -0.5751 1.6457 -4.7159 -0.6892
H 1.1389 2.2617 -4.0366 0.4175
H 1.5051 2.4279 -2.6434 0.3024
O 1.5979 2.9198 -3.4739 -0.7289
H -0.8923 -2.3226 2.6712 0.3164
H -0.3597 -3.8595 2.5205 0.3278
O -0.3467 -2.9650 2.1717 -0.6543
```

---

4.
Molecular formula: C34H54BrN16O2
Method: DFT, ωB97M-V/def2-TZVPD

Calculated values
- Kohn-Sham gap (eV) = 8.11
- charge = +1

```
107
Properties=species:S:1:pos:R:3:mulliken_charge:R:1
C 1.7164 -4.5575 3.6529 -1.1095
C 1.4940 -3.1396 3.1641 0.7373
O 2.3141 -2.5498 2.5019 -0.5807
O 0.2902 -2.6289 3.5003 -0.3373
C -0.2110 -1.7052 2.5266 -0.9141
C -0.4452 -2.3322 1.1306 -0.2583
C 0.0085 -1.3472 0.0312 0.5519
C 0.5415 -2.0593 -1.2577 -1.2580
C 1.7599 -1.3170 -1.8693 -0.4463
C 1.1958 -0.1213 -2.6729 -0.9587
N 2.0541 1.0612 -2.7087 0.4120
N 2.7154 1.3806 -3.8574 -0.2902
C 3.3654 2.5426 -3.5559 -0.4426
N 3.1450 2.9282 -2.3092 -0.6096
C 2.3169 1.9926 -1.7995 0.6283
N 1.8151 1.9809 -0.5607 -0.3154
Br 2.2344 3.3456 0.6023 0.0692
H 1.0173 -5.2494 3.1733 0.1953
H 2.7255 -4.8593 3.3710 0.3536
H 1.6123 -4.5460 4.7421 0.3564
H -1.1836 -1.3740 2.9083 0.5074
H 0.3927 -0.7938 2.4598 0.4449
H 0.0749 -3.2832 0.9818 0.4313
H -1.5160 -2.5079 1.0085 -0.0715
H -0.8623 -0.7427 -0.2602 -0.2702
H 0.7915 -0.6519 0.3674 -0.0637
H 0.7349 -3.1210 -1.1027 0.6166
H -0.2610 -1.9375 -1.9997 0.4281
H 2.2691 -2.0389 -2.5195 0.3307
H 2.4914 -1.0272 -1.1051 0.4462
H 0.9984 -0.4683 -3.6898 0.4396
H 0.2310 0.1344 -2.2182 0.4357
H 2.6940 0.8755 -4.7364 0.3554
H 3.9831 3.1304 -4.2218 0.6903
H 1.2061 1.2384 -0.2471 0.2903
C -3.2562 -3.7743 3.2233 -0.3417
C -3.7153 -3.0555 2.0361 0.4272
N -4.0761 -2.4801 1.1093 -0.5134
H -2.1770 -3.9195 3.1739 0.0301
H -3.4985 -3.1975 4.1170 0.1238
H -3.7448 -4.7456 3.2779 0.3646
C 4.9937 3.9060 -7.5349 -1.0395
C 3.9669 2.9276 -7.1845 0.5077
N 3.1576 2.1566 -6.9119 -0.4854
H 5.7161 3.4541 -8.2137 0.3747
H 4.5395 4.7629 -8.0183 0.3080
H 5.5094 4.2396 -6.6371 0.3507
C -5.8649 0.4507 3.1610 -0.8423
C -4.9663 -0.0110 4.2213 0.4208
N -4.2514 -0.3964 5.0415 -0.2256
H -5.5016 1.3911 2.7496 0.1744
H -5.9031 -0.2941 2.3654 0.2490
H -6.8720 0.6022 3.5438 0.1700
C -3.1898 1.9862 0.4150 -0.1932
C -4.4668 2.3865 -0.1729 0.2092
N -5.4845 2.6854 -0.6119 -0.4130
H -2.5284 2.8413 0.4973 0.2946
H -3.3529 1.5715 1.4067 0.1810
H -2.7203 1.2292 -0.2136 -0.0544
C -10.0560 -0.0626 1.9473 -0.8055
C -9.4731 1.0188 2.7404 0.4197
N -9.0308 1.8781 3.3633 -0.4235
H -11.1405 -0.0400 2.0344 0.3206
H -9.7796 0.0567 0.9013 0.2666
H -9.6899 -1.0232 2.3055 0.2721
C 6.4823 1.1426 -4.2665 -0.4692
C 7.7022 1.4267 -5.0199 0.1542
N 8.6565 1.6553 -5.6137 -0.3425
H 6.2026 2.0165 -3.6792 0.1784
H 5.6734 0.8980 -4.9554 0.1354
H 6.6451 0.3008 -3.5957 0.3648
C -0.1829 2.8175 -7.9117 -0.3833
C -0.9498 2.9233 -9.1521 0.1663
N -1.5506 3.0080 -10.1256 -0.3200
H -0.4119 3.6620 -7.2628 0.2205
H -0.4388 1.8938 -7.3958 0.2453
H 0.8826 2.8162 -8.1326 0.0432
C -0.2794 5.1536 3.7270 -0.8194
C -0.9162 4.0111 3.0737 0.2512
N -1.3823 3.1030 2.5477 -0.2745
H 0.3705 4.8052 4.5277 0.2775
H 0.3119 5.7110 3.0026 0.2512
H -1.0390 5.8106 4.1462 0.3151
C -0.5794 -8.7004 2.9512 -0.7838
C -0.9179 -7.9514 1.7387 0.3450
N -1.1831 -7.3615 0.7902 -0.3950
H 0.4454 -9.0617 2.8899 0.2653
H -0.6777 -8.0577 3.8242 0.2587
H -1.2494 -9.5510 3.0593 0.3242
C 4.9229 -1.6441 4.4775 -0.5460
C 5.7765 -2.1899 5.5323 0.2148
N 6.4451 -2.6181 6.3608 -0.3381
H 5.4060 -0.7834 4.0185 0.3184
H 4.7447 -2.4000 3.7151 0.1553
H 3.9680 -1.3335 4.8975 0.2120
C 1.9717 6.8707 -6.6562 -0.5182
C 3.4286 6.8217 -6.7788 0.3795
N 4.5728 6.7842 -6.8742 -0.4382
H 1.5474 5.8949 -6.8887 0.0216
H 1.6958 7.1476 -5.6403 0.2827
H 1.5679 7.6076 -7.3478 0.3114
C -2.3774 -2.6787 8.7901 -0.9061
C -2.7597 -1.8656 7.6324 0.3675
N -3.0637 -1.2323 6.7175 -0.2481
H -1.3084 -2.8817 8.7618 0.2624
H -2.6134 -2.1467 9.7098 0.2768
H -2.9190 -3.6230 8.7784 0.2618
```